<w>
Density functional theory data (ωB97M-V/def2-TZVPD) for a cluster of 2 separate species, C3H4Si in total.

Structure (XYZ):
```
8
C3H4Si | the OMol25 dataset | ωB97M-V/def2-TZVPD
C 0.774 -0.210 -0.800
C 0.030 0.823 -0.091
C 0.731 -0.470 0.495
Si -1.794 0.418 -0.293
H 0.780 -0.495 -1.839
H 0.370 1.809 0.080
H 1.151 -1.057 1.280
H -2.041 -0.819 1.167
```

Output
HOMO level ... -7.845 eV
HOMO-LUMO gap ... 7.25 eV
2S+1 ... 1

Charge distribution, Löwdin scheme, values in e:
1. C -0.159
2. C -0.600
3. C -0.050
4. Si 0.696
5. H 0.089
6. H 0.038
7. H 0.085
8. H -0.099

<x>
Density functional theory data (ωB97M-V/def2-TZVPD) for a cluster of 2 separate species, C3H4Si in total.

Structure (XYZ):
```
8
C3H4Si | the OMol25 dataset | ωB97M-V/def2-TZVPD
C 0.056 -1.289 1.830
Si 0.897 -0.937 0.380
H 0.454 -2.259 2.396
H 1.461 -0.346 -0.937
C -0.993 1.073 -0.401
C -0.465 1.381 -1.435
H -1.614 0.763 0.423
H 0.205 1.616 -2.257
```

Output
HOMO level ... -8.333 eV
SMILES ... C#[SiH].C#C
HOMO-LUMO gap ... 8.12 eV
2S+1 ... 1

Charge distribution, Löwdin scheme, values in e:
1. C -0.400
2. Si 0.627
3. H -0.075
4. H -0.109
5. C -0.090
6. C -0.032
7. H 0.035
8. H 0.045

<w> takes first place; second place is 40.9 kcal/mol up.

<w>
Density functional theory data (ωB97M-V/def2-TZVPD) for an isolated molecule of C12H14N2O.

Structure (XYZ):
```
29
C12H14N2O | the OMol25 dataset | ωB97M-V/def2-TZVPD
C -3.561 -2.331 -0.117
O -2.803 -2.612 1.129
C -1.698 -1.902 1.239
C -1.145 -1.664 2.568
C -0.041 -0.764 2.789
C 0.561 -0.156 1.710
C 1.651 0.759 1.564
C 1.758 1.060 0.240
N 0.677 0.533 -0.459
C -0.032 -0.331 0.399
C -1.129 -1.214 0.181
C 0.236 0.938 -1.762
C 1.458 1.397 -2.512
N 2.277 2.455 -1.857
C 2.772 1.921 -0.455
H -3.124 -2.692 -1.150
H -4.549 -2.844 0.034
H -3.815 -1.186 -0.143
H -1.486 -2.259 3.461
H 0.381 -0.548 3.775
H 2.437 0.988 2.319
H -1.638 -1.139 -0.810
H -0.602 1.703 -1.672
H -0.386 0.166 -2.226
H 2.193 0.488 -2.508
H 1.363 1.748 -3.617
H 1.628 3.299 -1.699
H 3.666 1.278 -0.546
H 2.952 2.911 0.124
```

Output
HOMO level ... -7.477 eV
SMILES ... COc1ccc2cc3n(c2c1)CCNC3
HOMO-LUMO gap ... 8.19 eV
2S+1 ... 1

Charge distribution, Löwdin scheme, values in e:
1. C -0.072
2. O -0.085
3. C -0.350
4. C 0.011
5. C -0.036
6. C -0.202
7. C -0.001
8. C -0.241
9. N -0.025
10. C -0.112
11. C 0.021
12. C -0.168
13. C -0.238
14. N -0.079
15. C -0.113
16. H 0.119
17. H 0.088
18. H 0.123
19. H 0.115
20. H 0.110
21. H 0.126
22. H 0.095
23. H 0.141
24. H 0.114
25. H 0.146
26. H 0.136
27. H 0.122
28. H 0.115
29. H 0.142

<x>
Density functional theory data (ωB97M-V/def2-TZVPD) for a cluster of 2 separate species, C12H14N2O in total.

Structure (XYZ):
```
29
C12H14N2O | the OMol25 dataset | ωB97M-V/def2-TZVPD
O 1.464 -2.010 0.989
C 2.278 -2.915 0.871
N 3.101 -3.795 0.723
C -0.315 2.426 3.725
N -0.701 1.876 2.440
C -2.057 2.104 1.983
C 0.137 1.109 1.760
C -0.184 0.437 0.556
C 0.782 -0.165 -0.211
C 0.505 -0.753 -1.503
C 1.491 -0.777 -2.529
C 1.178 -1.271 -3.801
C -0.103 -1.786 -4.075
C -1.089 -1.751 -3.071
C -0.792 -1.241 -1.800
H -1.107 3.091 4.081
H -0.158 1.638 4.476
H 0.617 2.999 3.622
H -2.538 2.822 2.649
H -2.076 2.521 0.970
H -2.671 1.194 1.975
H 1.159 1.041 2.155
H -1.218 0.443 0.207
H 1.836 0.016 0.036
H 2.481 -0.354 -2.314
H 1.954 -1.293 -4.572
H -0.328 -2.211 -5.061
H -2.081 -2.174 -3.265
H -1.566 -1.221 -1.017
```

Output
HOMO level ... -7.074 eV
HOMO-LUMO gap ... 5.69 eV
2S+1 ... 1

Charge distribution, Löwdin scheme, values in e:
1. O -0.104
2. C -0.626
3. N 0.001
4. C -0.029
5. N -0.193
6. C -0.036
7. C -0.019
8. C -0.063
9. C -0.033
10. C -0.206
11. C -0.004
12. C -0.071
13. C -0.069
14. C -0.072
15. C -0.018
16. H 0.088
17. H 0.106
18. H 0.102
19. H 0.087
20. H 0.104
21. H 0.107
22. H 0.159
23. H 0.097
24. H 0.134
25. H 0.122
26. H 0.107
27. H 0.107
28. H 0.106
29. H 0.116

<w> takes first place; second place is 13.6 kcal/mol up.